1.
The following is a DFT calculation (ωB97M-V/def2-TZVPD) of a structure of composition C26H72F6NO16S2 at a distorted geometry.

Each line ends with the Löwdin charge.
CARTESIAN COORDINATES (ANGSTROEM)
S 0.19431 1.19117 -0.32147  0.59
S 0.34818 -0.68486 -2.15596  0.70
F 0.84714 -0.45709 -4.69953  0.13
F -0.53820 3.16817 1.33313  0.13
F -1.20551 -0.11868 -4.21704  0.14
F -1.99152 1.57228 1.26578  0.16
F -1.76039 2.92847 -0.43343  0.13
F 0.25675 1.42798 -3.83370  0.18
O -2.36212 -1.18369 0.69296  -0.10
O -1.02974 3.83809 6.43736  -0.09
O -3.06217 -2.60612 -1.73461  -0.09
O -3.49283 0.27000 -1.71271  -0.09
O 1.03284 0.60639 0.68004  -0.29
O 0.84333 2.13696 -1.22307  -0.31
O -4.30957 -0.87346 3.79376  -0.09
O 5.70801 -0.62385 -2.86014  -0.10
O 2.78432 4.31283 -4.61627  -0.09
O 2.46884 -0.52609 5.30220  -0.08
O -0.07227 -2.04794 -2.37420  -0.29
O 5.48830 2.35031 -2.18135  -0.11
O 1.75829 -0.44427 -1.92796  -0.30
O 1.85921 -2.95293 3.67944  -0.10
O 2.10802 -5.73976 -0.61870  -0.09
O -4.72625 0.14470 1.10951  -0.08
N -0.74788 0.18041 -1.12948  -0.29
C 2.96694 -2.18393 1.65481  -0.07
C 2.56289 -3.95550 -2.21594  -0.09
C -1.61208 -1.86336 1.68045  -0.28
C 0.64654 0.37665 3.97138  -0.07
C -5.12739 1.66757 -2.73861  -0.07
C 1.71596 0.65181 5.01774  -0.30
C 3.27598 2.19313 -5.48453  -0.08
C 4.24219 2.81886 -0.12785  -0.08
C -0.73339 -2.94109 1.04694  -0.08
C -3.63379 -0.24987 4.89544  -0.28
C -5.26086 2.51890 1.39850  -0.10
C -3.40351 1.23491 4.60212  -0.07
C 4.89638 -1.79336 -3.11655  -0.28
C 1.51991 -4.68060 -1.37483  -0.30
C -1.14187 2.27136 0.55113  -0.65
C 3.22337 3.67261 -5.82170  -0.30
C 4.18489 2.45552 -1.61812  -0.30
C -0.26045 3.96882 5.23886  -0.31
C 2.93723 -3.22401 2.78440  -0.29
C -5.77155 1.07242 1.30121  -0.31
C -3.98555 -4.84642 -2.19094  -0.09
C 4.74513 -1.91752 -4.63782  -0.07
C -0.86837 5.04275 4.33860  -0.09
C -3.71970 -3.43148 -2.68451  -0.32
C -3.64981 1.24357 -2.72756  -0.32
C 0.03593 0.14604 -3.83150  -0.69
H -4.50898 2.78596 2.14852  0.05
H -2.14347 -2.32670 2.51205  0.10
H -2.87380 1.64471 5.46671  0.07
H 1.97419 -1.94492 1.27946  0.05
H 5.70630 -1.68291 -5.10974  0.07
H -1.95472 4.99319 4.28460  0.08
H -4.95668 3.01956 0.48019  0.06
H 1.07443 -0.35837 3.28755  0.06
H 0.90642 -5.16919 -2.13981  0.11
H -0.62708 6.02902 4.75894  0.07
H -0.35688 5.10276 3.37808  0.07
H -3.09450 -5.20778 -1.67329  0.06
H 4.18184 1.96925 0.55700  0.06
H -5.78273 1.22681 -1.99773  0.06
H -4.82538 -4.80379 -1.49778  0.07
H 5.78191 1.44302 -2.30584  0.04
H -6.50596 1.10333 0.49272  0.10
H -0.30078 0.05395 4.39463  0.07
H -6.37787 0.88580 2.19615  0.10
H -5.15763 2.75990 -2.64361  0.06
H -4.11898 -5.52519 -3.03485  0.06
H 2.16968 -3.26385 -2.95527  0.06
H 5.45107 -2.62465 -2.67879  0.11
H 1.20120 1.06534 5.89545  0.11
H 3.65069 1.51397 -1.75254  0.10
H -0.93270 -1.10248 2.09012  0.09
H -2.99489 2.10741 -2.55355  0.10
H 4.49268 -2.95677 -4.85860  0.07
H -1.74321 4.47561 6.35397  0.06
H -4.40434 0.00835 2.01624  0.04
H 0.55110 1.28486 3.37605  0.06
H -1.34596 -3.71276 0.56505  0.07
H 2.38547 1.44717 4.66885  0.11
H -4.28389 -0.41634 5.75596  0.11
H 3.57795 4.34000 -4.07281  0.06
H 3.29857 3.29997 0.15328  0.06
H 3.83191 2.07694 -4.55309  0.07
H 3.60951 -1.34901 1.92974  0.07
H 2.03840 -2.10315 4.10244  0.03
H 0.77517 4.14900 5.52761  0.11
H 3.86389 -3.22332 3.36370  0.10
H -6.09132 3.09405 1.84189  0.06
H 2.59427 3.93436 -6.66913  0.11
H -2.85430 1.41510 3.68232  0.06
H 4.25788 3.94967 -6.05407  0.10
H 3.68460 3.24325 -2.17981  0.09
H -4.61668 -2.96332 -3.09466  0.11
H 1.40601 -6.16103 -0.11824  0.07
H -0.29931 3.07880 4.60250  0.08
H 3.14003 -4.71343 -2.75922  0.08
H 3.41922 -2.60189 0.74650  0.06
H -2.97352 -3.46101 -3.49366  0.11
H -4.32978 1.81331 4.59069  0.07
H 3.88207 -1.62628 -2.76532  0.08
H 2.28209 1.78413 -5.30907  0.06
H 3.04481 -0.25158 6.02388  0.09
H -2.11436 -2.69021 -1.86940  0.04
H 1.03546 -3.98234 -0.69604  0.08
H -0.19527 -3.46549 1.84363  0.07
H -2.65263 -0.71061 5.02684  0.10
H -0.08848 -2.59615 0.24095  0.03
H -5.51178 1.56479 -3.75864  0.06
H 3.32443 -3.44689 -1.62363  0.05
H 3.76830 1.59664 -6.25882  0.07
H 6.42872 -0.69032 -3.49237  0.07
H 5.09440 3.46384 0.07442  0.07
H -2.53144 0.23018 -1.51966  0.01
H -1.73968 -0.66308 0.14454  0.01
H -3.32191 0.94871 -3.73231  0.09
H 2.85336 -4.21496 2.33998  0.10
H -4.36815 -1.82289 3.92056  0.09
H 4.05690 -1.18685 -5.05810  0.07

Forces on atoms 1 to 2 (eV/Å):
0.666 2.779 -0.511
-0.666 0.958 -0.293

Computed properties:
Orbital gap = 8.65 eV
Net charge = -1

2.
The following is a DFT calculation (ωB97M-V/def2-TZVPD) of a cluster of 9 separate species, C26H74N4O9 in total at a distorted geometry.

Each line ends with the Mulliken spin population.
CARTESIAN COORDINATES (ANGSTROEM)
O -3.38493 3.50028 6.26459  -0.12
O -0.28547 -0.64158 -1.23365  -0.13
O -0.06667 -5.63186 1.75854  -0.29
O -2.01494 -5.65544 -0.27856  -0.01
O 4.59185 -0.80825 5.01298  -0.20
O -3.11215 0.27200 -2.00226  -0.25
O -4.75802 -0.73320 2.25858  -0.51
O 4.09910 -1.70899 -2.76980  -0.09
O 3.57204 3.48293 -2.37439  -0.19
N -4.48662 2.61716 3.59234  -0.04
N 5.23638 -3.10780 -5.10232  0.00
N 5.75466 4.90175 -5.09357  0.00
N -8.01018 -1.55476 1.08968  0.01
C 1.55298 -3.87753 1.16975  -0.05
C -3.10194 2.49422 4.04213  -0.32
C -3.61255 1.62993 -1.90780  0.32
C 4.60996 4.12581 -4.59935  0.00
C -4.14126 1.82347 -0.43112  -0.07
C 3.75415 -0.72898 2.89523  0.06
C 5.03238 2.61053 -4.94975  -0.02
C -3.48595 -1.24057 2.52520  1.03
C -0.76508 -4.24589 -1.84983  0.03
C -2.30986 2.33970 2.75357  -0.08
C 4.36827 0.14438 4.00730  0.64
C -2.59822 3.52667 5.07231  0.43
C -5.72256 -1.62797 1.69405  0.10
C 4.53966 4.36025 -3.06360  0.07
C -1.90813 -4.26773 -0.81965  0.02
C 5.48644 -1.06902 -6.28961  -0.01
C -7.63196 -0.65830 3.22705  0.03
C 0.98123 1.15876 -0.17027  0.09
C 2.29715 3.35288 -3.02923  0.14
C 1.03971 -4.84465 2.15288  0.51
C -7.00835 -0.83049 1.75276  -0.04
C 2.76548 -1.83600 -2.39455  -0.15
C 5.42202 -1.68589 -4.83913  0.01
C -2.80550 4.37414 7.29598  0.07
C 0.24428 -0.16902 -0.02114  -0.16
C 4.26229 -1.10127 -4.06931  0.05
H 4.21071 1.95773 -5.24439  0.00
H -1.20049 -0.35252 -1.26156  0.07
H 2.36651 -3.22245 1.48140  0.07
H -1.26632 2.54338 2.99362  -0.15
H -2.80806 2.30516 -2.19927  -0.03
H 2.28406 -0.86053 -2.32526  0.06
H 3.62616 0.88825 4.29717  -0.22
H 4.47892 -0.04140 -3.93573  0.06
H -3.63557 -2.26776 2.85777  -0.08
H -8.21211 -2.39382 1.61436  -0.02
H 1.47465 1.39293 0.77302  -0.07
H 0.11690 1.80754 -0.31212  0.09
H 2.24999 -2.42932 -3.14977  0.01
H -1.90652 4.92144 7.01243  0.00
H -7.60030 -1.86592 0.22061  -0.01
H 5.04663 -3.50366 -4.19271  0.00
H 1.61512 2.76770 -2.41239  0.04
H 4.49911 -1.22093 -6.72574  0.00
H 3.51274 -0.17269 1.98949  -0.01
H 2.77915 -1.14670 3.14618  -0.07
H 2.00991 -4.39621 0.32696  -0.03
H 1.04906 -0.78242 0.38401  0.09
H 0.81885 -3.28817 0.62038  0.07
H -4.71467 1.78213 3.07194  0.01
H -1.65181 -3.54239 -0.04746  -0.02
H 5.51379 0.01320 -6.41668  0.01
H 3.31351 -1.01686 -4.59921  0.00
H -2.69991 3.84526 8.24320  0.00
H -2.97072 -0.74223 3.34636  -0.11
H 5.85072 2.52700 -5.66491  0.00
H -0.71112 -3.22426 -2.22594  0.02
H -2.70069 3.09825 2.07536  0.02
H -6.85892 -0.51357 3.98173  0.00
H 0.20880 -4.61394 -1.52703  0.01
H 2.73964 -2.45700 -1.49912  0.06
H -2.87499 -1.41115 1.63878  -0.09
H 5.75227 5.80046 -4.63269  0.00
H -1.53120 3.35317 5.21188  -0.08
H 1.89934 -5.51035 2.23016  0.04
H -5.56183 -1.93086 0.65939  -0.02
H 4.73916 -0.31420 5.82280  0.03
H -0.39909 -5.93155 2.60782  0.03
H 4.45244 -1.46936 2.50495  -0.04
H 6.20065 -3.38365 -5.22147  0.00
H 0.92955 -4.47401 3.17199  -0.26
H 5.30276 0.69050 3.87858  0.00
H -4.58652 2.80019 -0.24179  -0.08
H -3.14105 1.51341 4.51603  0.08
H 2.31827 2.88633 -4.01410  0.03
H 6.65652 4.49717 -4.88604  -0.01
H -3.30438 1.65471 0.24656  0.07
H 6.33690 -1.53669 -6.78570  -0.01
H -4.98222 1.18468 -0.16125  0.09
H -1.32393 -5.65669 0.38786  0.04
H 6.35918 -1.54464 -4.30072  0.00
H 3.71772 4.40151 -5.16149  0.02
H -5.20673 2.51396 4.29298  0.04
H -3.57924 5.11067 7.51265  -0.02
H 1.73183 4.25801 -3.25120  -0.05
H -4.42102 1.68914 -2.63648  -0.07
H -2.92245 0.07360 -2.92218  0.10
H -5.81598 -2.41800 2.43918  0.05
H -0.59079 -0.05294 0.66972  -0.08
H -2.81058 -3.89503 -1.30418  0.02
H 5.52484 4.37372 -2.59740  0.02
H -6.82653 0.16173 1.33978  0.00
H -1.11914 -4.92979 -2.62120  -0.02
H -8.12519 -1.54479 3.62575  -0.01
H -2.32082 1.30064 2.42446  0.20
H 5.59174 2.29985 -4.06731  0.04
H 1.64383 1.02311 -1.02506  0.08
H -2.65763 4.42778 4.46193  0.10
H -8.33329 0.17510 3.18603  -0.02
H 4.05017 5.32980 -2.97147  0.02

Forces on atoms 1 to 2 (eV/Å):
1.789 0.913 0.166
0.412 -0.401 -0.331

Computed properties:
Spin multiplicity = 2
Orbital gap (alpha / beta) = 1.60 / 9.19 eV
Net charge = -1
Expectation value of S² = 0.75

One value per record, in order, for molecular weight: 832.97 586.90 g mol⁻¹.
One value per record, in order, for energy: -100351.7105 -52541.9207 eV.